Density functional theory data (the ωB97M-V functional and the def2-TZVPD basis) for an isolated molecule of C2H3N3O2 in a non-equilibrium geometry.

Cartesian coordinates (Å):
C1 -1.1274 -0.6063 -1.5261
C2 0.4050 0.7746 -0.1587
N1 -1.7752 -0.8856 -2.4203
N2 1.1499 0.7610 0.9534
N3 -0.4584 -0.4000 -0.3857
O1 0.5092 1.5972 -1.0552
O2 -0.3733 -1.4621 0.4666
H1 0.8694 0.1900 1.9012
H2 1.8727 1.4545 1.0894
H3 -1.0720 -1.4232 1.1355

As for the total charge: 0. For the HOMO-LUMO gap, the calculation gives 0.37803 Eh. Its energy is -392.68532 a.u. The calculation puts the energy above the lowest of the compared OMol25 structures with the same formula, charge and spin at 67.91 kcal per mole. The SMILES is N#CN(O)C(N)=O.